# 1
Entry from the Open Molecules 2025 dataset: a cluster of 5 separate species, CH12NO5 in total (ωB97M-V/def2-TZVPD).

Atoms and positions in Å:
O: -1.664 -2.965 0.772
O: 0.682 2.983 -1.295
O: 0.325 -1.270 0.672
O: 0.860 -0.540 3.085
O: -0.102 0.455 -3.230
N: -0.423 0.933 -0.599
C: 0.495 1.980 -0.176
H: 1.420 1.494 0.060
H: -1.368 1.002 -0.229
H: 0.725 2.494 -2.185
H: -1.332 -3.407 1.590
H: 1.063 -1.671 0.193
H: -0.888 -2.379 0.666
H: -0.080 0.697 -2.112
H: 0.707 -0.837 2.123
H: -0.440 -0.462 -3.323
H: -0.016 2.254 0.760
H: -0.069 -0.721 3.370
H: 0.105 -0.041 -0.142

For the frontier orbital gap, the calculation gives 0.342 Ha. Its charge is -1. The calculation puts the energy at -12959.6768 eV.


# 2
Entry from the Open Molecules 2025 dataset: a cluster of 5 separate species, CH12O5 in total (ωB97M-V/def2-TZVPD).

Atoms and positions in Å:
O: 1.350 2.210 0.627
O: 3.610 -3.105 -0.797
O: -3.176 1.908 1.746
O: -0.755 1.643 -2.785
O: -0.726 -0.351 0.360
C: -0.075 -1.571 0.195
H: 0.667 -1.707 0.981
H: 3.681 -3.397 0.111
H: 1.056 1.394 1.033
H: 3.457 -2.162 -0.735
H: -3.051 2.201 2.649
H: -0.794 -2.387 0.123
H: -2.336 2.080 1.320
H: -1.665 -0.528 0.452
H: -0.604 1.064 -2.038
H: 0.516 -1.656 -0.717
H: -1.705 1.751 -2.817
H: 0.549 2.614 0.292

For the frontier orbital gap, the calculation gives 0.418 Ha. The calculation puts the energy at -11468.4530 eV.


# 3
Entry from the Open Molecules 2025 dataset: the molecule CH12Si5 (ωB97M-V/def2-TZVPD).

Atoms and positions in Å:
Si: -1.206 -1.917 0.669
Si: 0.518 -2.035 -0.906
Si: 1.984 -0.385 -0.363
Si: -0.312 2.890 -0.495
Si: 0.961 1.360 0.639
C: -1.569 -0.170 1.060
H: 0.036 3.126 -1.956
H: -1.830 0.198 2.032
H: -2.333 -2.714 0.324
H: -0.369 4.224 -0.004
H: 1.461 1.362 2.079
H: 3.279 -1.011 0.182
H: -1.007 -2.339 1.968
H: 2.448 0.234 -1.699
H: 0.229 -1.826 -2.455
H: -2.058 0.348 0.345
H: -1.519 1.983 -0.350
H: 1.287 -3.328 -1.072

For the frontier orbital gap (alpha / beta), the calculation gives 0.246 / 0.282 Ha. The calculation puts the energy at -40612.8802 eV. The spin multiplicity is 3.


# 4
Entry from the Open Molecules 2025 dataset: a structure of composition CH13MnO9 (ωB97M-V/def2-TZVPD).

Atoms and positions in Å:
Mn: -8.306 5.893 2.529
O: -6.774 4.039 1.488
O: -8.665 6.223 0.327
O: -6.697 4.794 6.234
O: -7.532 6.789 5.488
O: -6.288 6.886 2.142
O: -9.550 4.074 1.930
O: -10.082 5.862 3.970
O: -9.015 8.142 2.650
O: -7.363 4.959 4.130
C: -7.236 5.457 5.288
H: -7.010 3.139 1.290
H: -8.631 8.967 2.895
H: -9.578 8.382 1.914
H: -9.414 6.028 -0.273
H: -9.193 3.179 2.115
H: -10.657 6.632 3.961
H: -10.643 5.115 3.901
H: -8.526 7.158 0.121
H: -7.175 7.242 6.234
H: -5.967 7.217 1.274
H: -10.402 3.977 1.522
H: -5.983 4.213 0.907
H: -5.995 7.606 2.728

For the frontier orbital gap (alpha / beta), the calculation gives 0.252 / 0.254 Ha. Its charge is +1. The calculation puts the energy at -50991.7356 eV. The spin multiplicity is 6.


# 5
Entry from the Open Molecules 2025 dataset: a cluster of 6 separate species, CH13NO6 in total (ωB97M-V/def2-TZVPD).

Atoms and positions in Å:
O: 1.852 0.979 1.176
O: -1.419 -2.157 1.315
O: 2.214 -0.508 -2.191
O: -0.029 2.845 1.532
O: -0.852 0.019 -3.422
O: -1.005 -1.635 -1.274
N: -0.923 -0.014 1.817
C: -1.304 -1.263 2.142
H: 1.720 -1.303 -1.932
H: 1.903 0.028 1.002
H: -0.659 0.883 -3.051
H: 1.478 -0.130 -2.705
H: 0.053 3.551 0.890
H: -0.478 -1.206 -0.599
H: -1.135 -0.586 -2.708
H: -0.837 0.560 2.635
H: 2.644 1.217 0.678
H: 0.659 2.167 1.399
H: -0.874 0.343 0.881
H: -1.536 -2.268 -0.774
H: -1.473 -1.519 3.191

For the frontier orbital gap, the calculation gives 0.395 Ha. The calculation puts the energy at -15023.4094 eV.


# 6
Entry from the Open Molecules 2025 dataset: a cluster of 6 separate species, CH13O5S in total (ωB97M-V/def2-TZVPD).

Atoms and positions in Å:
S: 0.353 0.665 1.103
O: -0.615 -1.143 -1.196
O: -2.884 1.151 1.292
O: 0.331 -2.665 2.680
O: 0.349 2.143 -1.836
O: 0.251 -1.057 -3.592
C: 2.068 0.638 0.690
H: 2.677 1.557 0.740
H: 0.520 -1.072 -2.663
H: -0.539 -0.364 -0.471
H: -0.746 -1.189 -3.382
H: -2.772 0.933 0.306
H: -2.259 0.686 1.848
H: 0.051 2.083 -0.784
H: 2.080 0.545 -0.378
H: 2.383 -0.288 1.237
H: -0.764 -1.976 -0.684
H: 0.590 -2.071 1.971
H: 0.429 -2.058 3.411
H: 0.832 1.320 -1.724

For the frontier orbital gap (alpha / beta), the calculation gives 0.392 / 0.250 Ha. The calculation puts the energy at -22317.5656 eV. The spin multiplicity is 2.